Computed, not measured: a molecular structure, C56H85N19O4SSi in a non-equilibrium geometry, with ωB97M-V/def2-TZVPD.

As for the total energy: -4213.28793 hartree. Its charge is 0. As for the largest force on an atom: 11.05 eV/Å. For the HOMO energy, the calculation gives -7.84 eV. As for the HOMO-LUMO gap: 6.87 eV.

Positions of all 166 atoms, in Å:
C: -4.88214 -1.10503 -0.93690
C: -5.01045 -0.41272 -2.39238
C: -3.60873 0.04199 -3.03554
C: -3.32576 1.46126 -3.21345
C: -4.30778 2.65101 -2.76943
C: -4.03809 3.02171 -1.20553
O: -2.69448 3.59963 -0.98896
Si: -2.62719 4.38339 0.57427
C: -3.65061 6.04371 0.61365
C: -3.27171 3.17538 1.95947
C: -0.83203 4.87510 1.10320
C: -1.92892 1.86420 -3.89401
O: -1.79832 3.08489 -4.29792
C: -0.72039 0.83878 -4.13767
C: -0.97516 -0.57888 -3.95352
C: 0.16511 -1.67934 -4.22381
C: 1.17444 -1.93543 -2.99176
C: 0.46862 -2.08652 -1.54822
C: 1.52171 -1.44943 -0.45903
C: 0.92786 -1.38409 1.03849
C: -0.47484 -0.59196 1.13316
C: -0.53280 0.72629 0.17211
S: 0.84645 1.93013 0.53320
C: 1.63242 2.51308 -1.04720
N: 1.92400 3.89383 -1.46938
N: 2.52125 3.87102 -2.70101
C: 2.66895 2.50881 -3.19847
O: 2.11102 1.70106 -2.13824
C: -2.48299 -0.99911 -3.50316
O: -2.73760 -2.26866 -3.57879
H: -4.49042 -0.37965 -0.13074
H: -4.29268 -2.10475 -0.98283
H: -5.96294 -1.40020 -0.61696
H: -5.79984 0.42276 -2.32221
H: -5.46544 -1.21975 -3.10331
H: -4.11528 3.64017 -3.35354
H: -5.42997 2.42207 -2.90481
H: -4.19430 2.13339 -0.48861
H: -4.78047 3.87801 -0.92176
H: -3.73549 6.34699 1.73823
H: -4.69944 5.92369 0.15228
H: -3.00514 6.85518 0.11182
H: -2.58765 3.18522 2.89385
H: -3.20437 2.10330 1.52179
H: -4.36397 3.39899 2.25721
H: -0.14603 4.94851 0.18258
H: -0.89006 5.91902 1.62654
H: -0.42263 4.15070 1.90147
H: 0.28983 1.26367 -4.48509
H: -0.32978 -2.66081 -4.55726
H: 0.81652 -1.26468 -5.10028
H: 2.03200 -1.14610 -2.95796
H: 1.69961 -2.95644 -3.20760
H: 0.42379 -3.22347 -1.28519
H: -0.58395 -1.63478 -1.46855
H: 2.44443 -2.17635 -0.42234
H: 1.93164 -0.42644 -0.79021
H: 0.84984 -2.42705 1.52461
H: 1.69829 -0.79122 1.68514
H: -1.35747 -1.29307 0.87037
H: -0.61940 -0.25662 2.23594
H: -0.51616 0.43640 -0.94287
H: -1.53707 1.26241 0.41096
H: 3.10581 2.09796 -4.17231
C: -1.72691 4.96969 6.05772
C: -2.61327 3.83116 5.79206
N: -3.31004 2.93625 5.58254
H: -0.70291 4.76681 5.73306
H: -2.06061 5.87006 5.53501
H: -1.68788 5.20920 7.12371
C: 4.63592 -0.88106 3.78668
C: 3.40764 -1.68339 3.75966
N: 2.44287 -2.31487 3.73774
H: 4.41821 0.18486 3.89425
H: 5.28438 -1.16536 4.61958
H: 5.21621 -1.00246 2.86807
C: 4.24245 -4.50463 -2.29568
C: 4.51398 -3.64276 -1.14040
N: 4.73191 -2.96605 -0.23018
H: 3.89602 -5.49492 -1.98710
H: 3.47166 -4.07895 -2.94333
H: 5.13584 -4.65085 -2.90863
C: 7.80270 -1.33512 0.24300
C: 8.05822 -0.66973 1.52548
N: 8.25915 -0.14633 2.53409
H: 7.08071 -0.78107 -0.36205
H: 8.71598 -1.43136 -0.35067
H: 7.40093 -2.34200 0.38411
C: 1.72920 4.88469 -6.22574
C: 0.67485 4.28926 -5.39544
N: -0.16210 3.81878 -4.74479
H: 2.65348 5.02812 -5.65946
H: 1.97009 4.25369 -7.08624
H: 1.43188 5.86258 -6.61432
C: 3.22366 -8.38537 -4.30957
C: 4.50850 -7.69760 -4.14703
N: 5.51768 -7.15464 -4.01763
H: 3.18368 -9.30641 -3.72397
H: 2.38849 -7.75952 -3.98534
H: 3.03968 -8.65592 -5.35324
C: 9.03050 1.55079 -2.85508
C: 8.10696 0.41304 -2.91874
N: 7.38091 -0.48164 -2.96727
H: 10.07099 1.22994 -2.94460
H: 8.84221 2.26838 -3.65816
H: 8.93847 2.09198 -1.90925
C: -6.56693 3.19706 6.67340
C: -7.60928 4.22921 6.63712
N: -8.42816 5.04075 6.60815
H: -5.62902 3.55616 6.24239
H: -6.35170 2.87731 7.69645
H: -6.86145 2.30681 6.11140
C: -1.50133 4.21303 -8.27365
C: -1.61565 3.99881 -9.72083
N: -1.70550 3.83055 -10.85801
H: -2.30623 3.71431 -7.72738
H: -0.55683 3.82625 -7.88243
H: -1.54679 5.27523 -8.01857
C: 12.35970 -0.25230 -0.39044
C: 11.74248 -0.59401 -1.67712
N: 11.25713 -0.86312 -2.68851
H: 13.18637 -0.92566 -0.14928
H: 12.76022 0.76494 -0.39368
H: 11.64015 -0.31490 0.43059
C: 4.52282 -7.71446 0.90955
C: 3.89876 -8.06968 -0.36896
N: 3.40826 -8.34768 -1.37543
H: 5.34774 -8.38808 1.15593
H: 4.92838 -6.69873 0.89110
H: 3.80629 -7.76316 1.73549
C: -8.66249 3.66968 -3.27618
C: -7.97616 3.05697 -2.13321
N: -7.43628 2.57620 -1.23407
H: -8.18304 3.40614 -4.22276
H: -9.70514 3.34683 -3.34040
H: -8.66454 4.76088 -3.20712
C: -7.24623 7.77473 0.41390
C: -7.21476 7.11715 -0.89715
N: -7.19003 6.60031 -1.92760
H: -7.25787 7.04651 1.22922
H: -6.37320 8.41547 0.56369
H: -8.13343 8.40339 0.52765
C: -9.45072 2.49570 1.41159
C: -10.89831 2.27748 1.31320
N: -12.03604 2.10574 1.23564
H: -8.96258 2.40627 0.43710
H: -9.21887 3.49100 1.80030
H: -8.97820 1.76967 2.07865
C: 2.66761 -7.80444 5.30995
C: 2.70187 -8.48063 4.00811
N: 2.72900 -9.01228 2.98315
H: 2.63278 -8.52021 6.13593
H: 3.55050 -7.17757 5.46214
H: 1.78862 -7.15496 5.40567
C: -1.43932 -5.24732 6.16275
C: -0.12379 -5.80591 6.49312
N: 0.91140 -6.24481 6.75239
H: -1.61082 -4.29446 6.67030
H: -1.54161 -5.06624 5.08946
H: -2.24815 -5.92169 6.45646
C: 2.94850 -7.23159 10.41729
C: 2.98249 -7.90840 9.11647
N: 3.00935 -8.43963 8.09414
H: 2.91346 -7.94754 11.24266
H: 3.83171 -6.60530 10.56830
H: 2.07222 -6.58464 10.51141

Cartesian forces (eV/Å) of the 2 atoms listed first:
-0.831 -0.360 -0.134
0.250 -1.367 -0.499


Computed, not measured: a single C4H5NO molecule, with ωB97M-V/def2-TZVPD.

As for the total energy: -285.36008 hartree. Its charge is 0. As for the largest force on an atom: 0.46 eV/Å. As for the structure (SMILES): C=C/C=N\C=O. For the HOMO energy, the calculation gives -9.88 eV. As for the HOMO-LUMO gap: 10.01 eV. As for the energy relative to the best compared isomer or geometry (same formula, charge and spin): 34.2 kcal per mole.

Positions of all 11 atoms, in Å:
C: -1.43333 0.53734 -0.43077
C: -0.98598 -0.65553 -0.04860
C: 0.17600 -0.87028 0.84305
N: 1.30780 -0.29405 0.81845
C: 1.73328 0.56161 -0.19867
O: 1.87346 0.24468 -1.35512
H: -0.95170 1.46153 -0.11859
H: -2.31469 0.63079 -1.05817
H: -1.51885 -1.56009 -0.33815
H: 0.03081 -1.61842 1.62884
H: 2.05060 1.54595 0.19090

Cartesian forces (eV/Å) of the 2 atoms listed first:
0.056 -0.151 0.067
-0.064 0.201 -0.075


Computed, not measured: 6 unconnected molecules or ions with the total composition H12O5S2 in a non-equilibrium geometry, with ωB97M-V/def2-TZVPD.

As for the total energy: -1179.70449 hartree. Its charge is 0. As for the largest force on an atom: 3.26 eV/Å. As for the structure (SMILES): SS.O.O.O.O.O. For the HOMO energy, the calculation gives -9.49 eV. As for the HOMO-LUMO gap: 9.74 eV. As for the energy relative to the best compared isomer or geometry (same formula, charge and spin): 45.7 kcal per mole.

Positions of all 19 atoms, in Å:
S: 4.27801 1.50046 -1.77586
S: 4.46595 -0.51763 -2.21238
H: 5.63796 1.96515 -1.97939
H: 4.29411 -0.26697 -3.64413
O: -2.18866 -0.71178 3.24896
H: -2.38915 -1.64491 3.33299
H: -2.33526 -0.18919 4.05689
O: -4.02159 4.93613 -1.29389
H: -4.60813 4.35282 -0.84267
H: -3.12951 4.98138 -1.03154
O: 0.85751 -4.06038 1.93961
H: 0.84401 -4.18106 0.96069
H: 1.67821 -4.47064 2.07883
O: -1.41624 1.02284 -1.96691
H: -1.41309 0.70826 -1.01204
H: -2.08696 0.57227 -2.45684
O: 0.21900 -1.28340 0.54227
H: 0.96251 -1.96045 0.63792
H: 0.35130 -0.75291 1.41749

Cartesian forces (eV/Å) of the 2 atoms listed first:
1.839 0.531 -0.023
-0.193 1.160 -2.511